This record from OMol25 describes a 2-piece molecular cluster, C70H77N6O2 overall. The level of theory is ωB97M-V/def2-TZVPD.

CARTESIAN COORDINATES (ANGSTROEM)
1 C -0.9947 -2.6823 -4.6358
2 C -1.5977 -1.2921 -4.5299
3 C -0.5747 -0.2462 -4.9785
4 C -2.7749 -1.2849 -5.5152
5 C -2.0861 -0.8958 -3.0987
6 C -2.9505 0.2028 -3.0574
7 C -3.6740 0.4940 -1.9120
8 C -3.4367 -0.2213 -0.7405
9 C -2.3740 -1.1216 -0.6557
10 C -1.9570 -1.6649 0.7455
11 C -2.0580 -3.1943 0.8018
12 C -2.8666 -1.1481 1.8617
13 C -0.5682 -1.1391 1.1115
14 C -1.6887 -1.4566 -1.8588
15 N -0.5265 -2.3247 -1.8023
16 C 0.7914 -1.9384 -1.8566
17 C 1.1370 -0.6088 -1.6827
18 C 2.5029 -0.0981 -1.7707
19 C 3.3976 -0.1797 -0.6669
20 C 4.7585 -0.0176 -0.8607
21 C 5.2085 0.2024 -2.1827
22 N 6.4378 -0.3903 -2.5987
23 O 6.5749 -0.6007 -3.8326
24 O 7.2775 -0.7358 -1.7445
25 C 4.3350 0.6234 -3.2016
26 C 2.9754 0.5231 -2.9654
27 N 1.5123 -3.1324 -2.0628
28 C 2.9478 -3.3381 -2.0370
29 C 3.6222 -3.6086 -0.8195
30 C 3.0537 -4.0381 0.5708
31 C 3.5777 -5.4501 0.8776
32 C 1.5448 -4.0758 0.6977
33 C 3.5599 -3.0643 1.6452
34 C 5.0283 -3.5568 -0.8167
35 C 5.7573 -3.2811 -1.9555
36 C 5.0798 -3.0741 -3.1499
37 C 3.6986 -3.2336 -3.2509
38 C 3.1182 -3.2572 -4.7059
39 C 4.2247 -3.3784 -5.7685
40 C 2.3921 -1.9408 -4.9373
41 C 2.1955 -4.4461 -4.9600
42 C 0.5591 -4.1781 -2.0996
43 C 0.7798 -5.6212 -2.2529
44 C 2.0313 -6.2913 -2.2800
45 C 2.0838 -7.6524 -2.5906
46 C 0.9069 -8.3873 -2.7866
47 C -0.3407 -7.7571 -2.6800
48 C -0.4017 -6.3888 -2.4291
49 N -0.6654 -3.6978 -1.9661
50 H -1.6490 -3.4601 -4.2303
51 H -0.7836 -2.9197 -5.6905
52 H -0.0350 -2.7356 -4.1249
53 H -1.0454 0.7387 -5.0842
54 H 0.2263 -0.1487 -4.2326
55 H -0.1270 -0.5239 -5.9424
56 H -3.2033 -0.2871 -5.6500
57 H -2.4364 -1.6392 -6.4975
58 H -3.5615 -1.9632 -5.1648
59 H -3.0872 0.8148 -3.9551
60 H -4.4427 1.2661 -1.9283
61 H -4.0678 -0.0294 0.1289
62 H -1.6370 -3.6908 -0.0726
63 H -1.5506 -3.5727 1.6995
64 H -3.1178 -3.4805 0.8508
65 H -2.8329 -0.0546 1.9292
66 H -3.9049 -1.4722 1.7287
67 H -2.5188 -1.5381 2.8284
68 H -0.6016 -0.0478 1.2438
69 H -0.2027 -1.6050 2.0368
70 H 0.1586 -1.3235 0.3222
71 H 0.3035 0.0828 -1.5431
72 H 2.9946 -0.4253 0.3187
73 H 5.4961 -0.1471 -0.0722
74 H 4.7485 0.9527 -4.1507
75 H 2.2530 0.8354 -3.7254
76 H 4.6718 -5.4849 0.9025
77 H 3.2028 -5.7895 1.8511
78 H 3.2362 -6.1593 0.1131
79 H 1.0971 -3.1311 0.3755
80 H 1.0977 -4.9064 0.1415
81 H 1.2716 -4.2099 1.7556
82 H 3.2278 -2.0445 1.4176
83 H 3.1507 -3.3488 2.6233
84 H 4.6518 -3.0600 1.7238
85 H 5.5816 -3.7330 0.1062
86 H 6.8460 -3.2619 -1.9305
87 H 5.6745 -2.8506 -4.0300
88 H 4.8449 -4.2655 -5.5909
89 H 3.7705 -3.4873 -6.7617
90 H 4.8614 -2.4876 -5.8060
91 H 1.7650 -1.6992 -4.0708
92 H 3.1136 -1.1198 -5.0461
93 H 1.7630 -1.9774 -5.8375
94 H 1.2770 -4.3923 -4.3757
95 H 1.9084 -4.4771 -6.0217
96 H 2.7062 -5.3840 -4.7138
97 H 2.9504 -5.7315 -2.0925
98 H 3.0575 -8.1390 -2.6774
99 H 0.9639 -9.4521 -3.0176
100 H -1.2657 -8.3199 -2.8104
101 H -1.3607 -5.8692 -2.3688
102 C -3.7827 0.1965 6.8903
103 N -4.5638 1.0351 5.9726
104 C -5.7419 1.5934 6.5372
105 C -5.6224 2.3495 7.7189
106 C -6.7589 2.7584 8.4091
107 C -8.0276 2.3918 7.9437
108 C -8.1531 1.6710 6.7516
109 C -7.0172 1.2827 6.0355
110 C -3.8691 1.6554 4.9227
111 C -4.4111 1.7199 3.6217
112 C -3.6262 2.1468 2.5620
113 C -2.2689 2.5918 2.7414
114 C -1.4615 2.9622 1.6060
115 C -0.6972 4.1816 1.5901
116 C -0.8840 5.1490 0.5467
117 C -0.3992 6.4431 0.6614
118 C 0.4342 6.7938 1.7474
119 N 1.0770 8.0390 1.8131
120 C 2.4765 8.0402 2.2468
121 C 0.4114 9.2846 1.9472
122 C 0.4853 9.9388 3.1939
123 C 0.0461 11.2510 3.3328
124 C -0.4552 11.9402 2.2202
125 C -0.5648 11.2862 0.9875
126 C -0.1579 9.9545 0.8498
127 C 0.7250 5.8118 2.7247
128 C 0.2381 4.5225 2.6108
129 C -1.8076 2.6451 4.0910
130 C -2.5741 2.1680 5.1397
131 H -3.1257 -0.4608 6.3074
132 H -3.1705 0.8059 7.5699
133 H -4.4865 -0.4072 7.4776
134 H -4.6214 2.6059 8.0782
135 H -6.6453 3.3435 9.3227
136 H -8.9154 2.6727 8.5106
137 H -9.1375 1.3871 6.3805
138 H -7.0871 0.7091 5.1083
139 H -5.4379 1.3832 3.4680
140 H -4.0456 2.1693 1.5506
141 H -1.7390 2.5235 0.6440
142 H -1.4711 4.8592 -0.3286
143 H -0.6150 7.2026 -0.0930
144 H 2.9747 8.9121 1.8038
145 H 2.5572 8.0976 3.3400
146 H 2.9582 7.1222 1.8939
147 H 0.8999 9.3962 4.0476
148 H 0.1196 11.7404 4.3064
149 H -0.7660 12.9822 2.3208
150 H -0.9486 11.8200 0.1176
151 H -0.2293 9.4292 -0.1045
152 H 1.3340 6.0918 3.5918
153 H 0.5854 3.7603 3.3053
154 H -0.8241 3.0449 4.3078
155 H -2.1869 2.2063 6.1616

Cartesian forces (eV/Å) of the 6 atoms listed first:
0.487 -0.320 -0.029
-0.018 0.199 0.249
0.307 0.263 0.071
-0.319 0.074 0.048
0.508 0.089 -0.267
-0.420 -0.020 0.042

The calculation puts the LUMO energy at -5.226 eV. The calculation puts the frontier orbital gap at 3.48 eV. The HOMO energy is -0.31999 Eh. Its total charge is +1. The calculation puts the electronic energy at -86863.38857 eV.